{
  "formula": "C4H12",
  "method": "ωB97M-V/def2-TZVPD",
  "e_tot_ev": -4341.4088,
  "fmax_ev_per_a": 3.18,
  "e_above_lowest_kcal_mol": 25.82,
  "homo_lumo_gap_ev": 12.18,
  "lumo_energy_ha": 0.039,
  "smiles": "CC.CC",
  "species": ["C", "C", "H", "H", "H", "H", "H", "H", "C", "C", "H", "H", "H", "H", "H", "H"],
  "positions_angstrom": [[2.35, -0.46, -1.83], [1.04, -0.24, -1.11], [2.57, 0.38, -2.62], [3.21, -0.86, -1.25], [2.30, -1.25, -2.59], [1.27, 0.37, -0.13], [0.37, 0.22, -1.82], [0.71, -1.27, -0.79], [-1.63, -0.14, 0.93], [-1.77, 0.86, 2.13], [-2.57, -0.13, 0.43], [-0.94, 0.16, 0.13], [-1.30, -1.17, 1.31], [-1.19, 1.73, 1.93], [-1.64, 0.46, 3.15], [-2.80, 1.34, 2.12]]
}